# 1
A molecular structure, C33H46FeOP2Si at a distorted geometry, computed with ωB97M-V with the def2-TZVPD basis set.

```
! RIJCOSX wB97M-V def2-TZVPD def2/J DEFGRID3
* xyz 0 5
P -1.10742 4.08773 0.91467
P 1.24673 2.68021 -1.67095
C 0.07801 4.84626 -0.25712
C 0.33584 4.24936 -1.64842
H 1.03649 4.91814 0.27426
H -0.32391 5.86727 -0.41842
H -0.57790 4.15468 -2.25501
H 0.97577 4.93488 -2.23391
C 2.79700 3.13336 -2.54459
H 3.34978 2.22970 -2.82027
H 3.47996 3.73982 -1.93362
H 2.60587 3.68861 -3.47473
C 0.31056 1.56654 -2.75112
H 0.52241 1.86782 -3.79032
H -0.77640 1.67546 -2.58203
H 0.54808 0.49767 -2.61234
C -0.96575 5.22572 2.35232
H -1.70679 4.96805 3.13457
H -1.14990 6.26589 2.01947
H 0.03802 5.16705 2.81193
C -2.74084 4.34323 0.18182
H -2.67436 4.15051 -0.90331
H -3.04450 5.39787 0.34679
H -3.47343 3.66442 0.64587
Fe -1.84363 -0.72676 -0.94822
C 2.16257 2.29396 0.26133
C 2.13921 2.67434 1.62407
C 2.20403 1.58174 2.65301
C 0.77514 1.21372 3.22830
C -0.19891 2.25536 2.91060
C -0.77040 2.45467 1.60631
C -0.34726 1.48254 0.39904
C 1.13323 1.08394 0.23134
C -3.31670 0.11375 0.24098
H 3.18570 2.03341 -0.14699
H 2.34075 3.67386 2.02016
H 2.87678 1.91491 3.46872
H 2.63729 0.67683 2.22549
H 0.39353 0.23166 2.89125
H 0.82565 1.09138 4.31876
H -0.73912 2.77854 3.71118
H -1.84545 2.14732 1.75574
H -0.77002 1.89841 -0.56109
H -0.92857 0.55152 0.59536
H 1.35010 0.33881 1.00643
H 1.27434 0.42721 -0.64884
H -3.46588 1.18517 -0.00928
H -3.05263 0.00196 1.31225
H -4.25574 -0.44638 0.08480
O 0.11071 -1.22531 -0.52983
Si 0.10767 -2.83587 -0.39939
C 1.46876 -3.56780 -1.44604
C 2.25398 -4.63479 -0.98607
C 3.18502 -5.26039 -1.82487
C 3.32092 -4.82165 -3.15204
C 2.54038 -3.75459 -3.62527
C 1.62598 -3.12389 -2.76602
C 0.31195 -3.57866 1.30768
C 0.81375 -2.82254 2.37487
C 0.92790 -3.38710 3.65792
C 0.58408 -4.73208 3.86655
C 0.15265 -5.51961 2.78689
C 0.02114 -4.93840 1.51592
C -1.61576 -3.01594 -1.10990
C -2.75650 -3.23268 -0.30565
C -4.02684 -2.87112 -0.78194
C -4.16694 -2.11955 -1.94539
C -3.03087 -1.80092 -2.72159
C -1.81734 -2.46749 -2.41726
H 2.10415 -5.01413 0.02540
H 3.77070 -6.10567 -1.44703
H 4.01108 -5.33722 -3.82497
H 2.61341 -3.42924 -4.66799
H 1.01032 -2.31198 -3.15127
H 1.13531 -1.79198 2.19938
H 1.30833 -2.78666 4.49479
H 0.67424 -5.17374 4.86238
H -0.06261 -6.58528 2.92221
H -0.28396 -5.55371 0.66638
H -2.63925 -3.71260 0.67095
H -4.91890 -3.16499 -0.20176
H -5.16229 -1.83151 -2.27098
H -3.09935 -1.19896 -3.63519
H -1.01916 -2.54406 -3.15708
*
```

Values from the calculation:
* HOMO energy (spin up / spin down): -5.66 / -4.46 eV
* total energy: -3595.8653 Eh
* strongest force on any atom: 3.64 eV/A
* LUMO energy (spin up / spin down): -0.12 / -0.11 eV
* molecular weight: 604.61 g/mol



# 2
A molecular structure, H12O6Zn at a distorted geometry, computed with ωB97M-V with the def2-TZVPD basis set.

```
! RIJCOSX wB97M-V def2-TZVPD def2/J DEFGRID3
* xyz 1 2
Zn 0.07925 -0.01616 0.04253
O 1.95571 0.28292 -0.67569
H 2.51359 1.01909 -0.42458
H 2.51283 -0.26160 -1.23188
O 0.92642 -0.92561 1.59420
H 0.59840 -1.74993 1.95355
H 1.79975 -0.82893 1.97391
O -0.38380 -1.90782 -0.78308
H -1.21153 -1.89953 -1.26374
H 0.01652 -2.74742 -1.00903
O -0.63242 0.76160 -1.72512
H -1.05192 1.57380 -2.00898
H -0.46075 0.28382 -2.53659
O -1.76436 -0.13495 0.87459
H -2.01053 -0.49149 1.72812
H -2.49386 0.43596 0.63353
O -0.00194 1.84072 0.88012
H 0.39167 2.49965 1.45207
H -0.78300 2.26596 0.52609
*
```

Values from the calculation:
* HOMO energy (spin up / spin down): -6.73 / -16.00 eV
* total energy: -2237.6870 Eh
* strongest force on any atom: 1.12 eV/A
* LUMO energy (spin up / spin down): -3.06 / -3.53 eV
* molecular weight: 173.48 g/mol



# 3
A molecular structure, C3H3IrO2 at a distorted geometry, computed with ωB97M-V with the def2-TZVPD basis set.

```
! RIJCOSX wB97M-V def2-TZVPD def2/J DEFGRID3
* xyz 3 6
O -0.84662 1.07365 0.01460
Ir -2.20793 -2.64241 -0.44505
O -1.57191 -1.02482 -0.09647
C -0.97994 -0.07227 -0.55735
C 0.53247 1.24279 0.31942
C 1.16211 0.02452 0.23938
H 0.89590 2.21505 -0.00597
H 1.06851 -0.71345 1.03961
H 1.94742 -0.10305 -0.50817
*
```

Values from the calculation:
* HOMO energy (spin up / spin down): -25.60 / -26.88 eV
* total energy: -369.1002 Eh
* strongest force on any atom: 7.68 eV/A
* LUMO energy (spin up / spin down): -16.36 / -19.03 eV
* molecular weight: 263.27 g/mol



# 4
2 unconnected molecules or ions with the total composition C6H6 at a distorted geometry, computed with ωB97M-V with the def2-TZVPD basis set.

```
! RIJCOSX wB97M-V def2-TZVPD def2/J DEFGRID3
* xyz 0 1
C 0.07648 0.07738 0.54919
C 3.69015 0.02121 -0.12855
C -0.94076 -1.00986 0.16306
C -1.82801 0.27590 -0.18904
C 2.50563 0.06408 0.18986
C -0.60939 1.13481 0.15177
H -0.56102 -1.80779 -0.45578
H -1.42037 -1.54425 1.02043
H -2.03621 0.42353 -1.27777
H -2.68397 0.60359 0.37445
H 4.45357 -0.36722 -0.76216
H -0.64610 2.12863 0.36454
*
```

Values from the calculation:
* HOMO energy (spin up / spin down): -9.41 / -9.41 eV
* total energy: -231.8992 Eh
* strongest force on any atom: 2.83 eV/A
* LUMO energy (spin up / spin down): -1.17 / -1.16 eV
* molecular weight: 78.11 g/mol



# 5
C3H8N2O in the gas phase at a distorted geometry, computed with ωB97M-V with the def2-TZVPD basis set.

```
! RIJCOSX wB97M-V def2-TZVPD def2/J DEFGRID3
* xyz 0 1
C -1.90040 0.49110 0.08033
C -0.63653 -0.11922 -0.45994
C 0.03859 -1.20350 0.31773
N 0.61745 0.13398 0.27758
O 1.76798 0.16570 -0.53766
N 2.89684 -0.12186 0.33065
H -1.77784 1.01562 0.97291
H -2.64435 -0.26637 0.32697
H -2.26485 1.26471 -0.67105
H -0.56256 -0.15940 -1.57112
H -0.46115 -1.30293 1.31803
H 0.70366 -1.89576 -0.18312
H 3.73587 -0.36625 -0.24174
H 3.30877 0.68012 0.79279
*
```

Values from the calculation:
* HOMO energy: -8.75 eV
* structure (SMILES): C[C@@H]1CN1ON
* total energy: -303.6814 Eh
* strongest force on any atom: 2.34 eV/A
* LUMO energy: 1.23 eV
* molecular weight: 88.11 g/mol



# 6
A molecular structure, C6H13O4Sr at a distorted geometry, computed with ωB97M-V with the def2-TZVPD basis set.

```
! RIJCOSX wB97M-V def2-TZVPD def2/J DEFGRID3
* xyz 0 2
C 0.00301 -0.88386 0.59757
O -1.12909 -0.13620 0.97827
H 0.00014 -1.06245 -0.49171
H 0.89883 -0.32681 0.90474
H 0.00170 -1.89293 1.04274
O -0.23134 -4.16594 -2.64549
C 0.54239 -3.44613 -3.26513
C 0.20355 -2.01475 -3.53777
O -1.05999 -1.67437 -3.15438
C -2.38505 -0.54524 0.33982
C -2.89441 -1.87051 0.86541
O -2.26848 -2.96018 0.18790
C -2.26991 -4.16526 0.94304
Sr -2.44170 -3.22914 -2.29003
H 1.56173 -3.80518 -3.50526
H 0.43767 -1.85201 -4.61560
H 0.99266 -1.43329 -3.00056
H -3.11208 0.23220 0.61234
H -2.16643 -0.53601 -0.74280
H -3.98893 -1.93937 0.75817
H -2.67842 -1.94515 1.94291
H -1.79239 -4.93690 0.33201
H -1.68704 -4.02167 1.86516
H -3.29882 -4.44723 1.21225
*
```

Values from the calculation:
* HOMO energy (spin up / spin down): -2.85 / -7.16 eV
* total energy: -567.9619 Eh
* strongest force on any atom: 6.96 eV/A
* LUMO energy (spin up / spin down): -0.98 / -1.07 eV
* molecular weight: 236.79 g/mol